Arrangement 1

36
Properties=species:S:1:pos:R:3:mulliken_charge:R:1 method="wB97M-V/def2-TZVPD" spin_multiplicity=1 e_lumo_ev=-4.0 homo_energy_ev=-12.4498 homo_lumo_gap_ev=8.5 charge=+1
Zn 0.635 -0.100 -1.374 0.3414
I 4.665 0.468 -1.916 0.1982
C 4.432 -1.634 -1.669 -0.8506
I 2.348 -2.322 -1.521 0.1783
H 4.909 -1.962 -0.750 0.4022
H 4.829 -2.157 -2.532 0.3898
C -2.809 -4.321 -1.601 -1.3689
C -2.659 -2.842 -1.649 0.5787
C -3.744 -1.964 -1.654 -0.3087
C -3.528 -0.596 -1.683 -0.5567
C -2.221 -0.133 -1.682 0.5483
Br -1.778 1.711 -1.656 -0.0686
N -1.171 -0.962 -1.669 -0.3527
C -1.392 -2.276 -1.671 -0.1698
H -3.857 -4.603 -1.578 0.3689
H -2.314 -4.722 -0.717 0.3387
H -2.338 -4.781 -2.468 0.3498
H -4.752 -2.349 -1.630 0.4102
H -4.351 0.099 -1.693 0.4330
H -0.512 -2.909 -1.678 0.3881
O 1.738 3.513 -0.985 -0.5832
C 1.500 2.409 -0.582 0.5523
O 1.614 1.338 -1.350 -0.5232
C 1.105 2.167 0.856 0.1143
C 0.670 0.944 1.354 0.1459
C 0.373 0.761 2.692 -1.2910
C 0.515 1.824 3.565 -0.3363
C 0.937 3.052 3.073 -0.1466
C 1.229 3.240 1.734 -0.3637
N 1.099 4.166 4.001 1.0387
O 0.821 3.956 5.157 -0.6094
O 1.500 5.207 3.546 -0.5872
H 0.576 0.066 0.686 0.7839
H 0.053 -0.204 3.055 0.4368
H 0.309 1.716 4.618 0.5074
H 1.563 4.201 1.370 0.6116

Arrangement 2

36
Properties=species:S:1:pos:R:3:mulliken_charge:R:1 method="wB97M-V/def2-TZVPD" spin_multiplicity=1 e_lumo_ev=-4.2 homo_energy_ev=-12.6063 homo_lumo_gap_ev=8.4 charge=+1
Zn -1.029 -0.598 -1.222 0.4415
I -2.694 -1.005 -4.111 0.1924
C -4.163 -1.158 -2.620 -0.9195
I -3.674 -0.006 -0.893 0.1277
H -4.269 -2.181 -2.280 0.4135
H -5.092 -0.732 -2.978 0.4656
C -0.481 4.756 -0.467 -1.3653
C 0.197 3.455 -0.788 0.4596
C 1.567 3.364 -1.011 -0.2761
C 2.158 2.152 -1.319 -0.6899
C 1.353 1.033 -1.390 0.6324
Br 2.053 -0.635 -1.856 -0.0376
N 0.031 1.089 -1.163 -0.3479
C -0.527 2.281 -0.879 0.0674
H 0.238 5.571 -0.436 0.3647
H -0.977 4.708 0.503 0.3419
H -1.234 4.998 -1.216 0.3432
H 2.181 4.253 -0.951 0.3982
H 3.217 2.066 -1.506 0.4426
H -1.599 2.284 -0.722 0.3423
O 0.867 -3.758 -1.261 -0.5502
C 0.078 -2.994 -0.771 0.3500
O -0.918 -2.438 -1.455 -0.4829
C 0.234 -2.525 0.661 0.3214
C -0.801 -1.942 1.393 -0.3854
C -0.591 -1.475 2.685 -0.7904
C 0.665 -1.575 3.258 -0.4431
C 1.676 -2.166 2.521 0.0092
C 1.490 -2.656 1.248 -0.5007
N 3.027 -2.266 3.128 1.0439
O 3.159 -1.827 4.250 -0.6036
O 3.900 -2.760 2.451 -0.5878
H -1.806 -1.918 0.977 0.6431
H -1.407 -1.050 3.254 0.4524
H 0.869 -1.220 4.257 0.5257
H 2.301 -3.126 0.711 0.6016

Unit: kJ/mol. Relative energies: arrangement 1 55.8; arrangement 2 0.0.

Arrangement 1

152
Properties=species:S:1:pos:R:3:mulliken_charge:R:1 method="wB97M-V/def2-TZVPD" spin_multiplicity=1 e_lumo_ev=0.2 homo_energy_ev=-8.3223 homo_lumo_gap_ev=8.5 smiles=COC[C@H](C)N.COC[C@H](C)N.COC[C@H](C)N.COC[C@H](C)N.COCCNCCOC.COCCNCCOC.CCO.CCO.CCO.CCO
C -0.838 -6.496 7.148 -0.6839
O -2.154 -6.396 6.632 -0.3193
C -2.798 -5.137 6.846 -0.7186
C -4.024 -4.780 5.900 0.5010
C -3.583 -4.764 4.405 -1.3855
N -4.609 -3.552 6.299 -0.7611
H -0.289 -7.359 6.773 0.2822
H -0.796 -6.474 8.237 0.3001
H -0.195 -5.685 6.806 0.2537
H -3.115 -5.137 7.889 0.3072
H -2.139 -4.274 6.745 0.3702
H -4.755 -5.581 6.009 0.2796
H -4.386 -4.646 3.677 0.3522
H -2.987 -5.640 4.150 0.3224
H -2.918 -3.923 4.212 0.3506
H -5.027 -3.715 7.204 0.2698
H -5.469 -3.521 5.771 0.2804
C -1.351 2.214 6.391 -0.6498
O -0.362 1.747 7.418 -0.3326
C 0.987 1.802 6.935 -0.6761
C 1.861 1.139 7.998 0.4154
C 3.343 1.408 7.707 -1.4823
N 1.660 -0.292 8.069 -0.6686
H -1.197 3.285 6.264 0.2984
H -2.408 2.146 6.647 0.2800
H -1.186 1.724 5.432 0.2090
H 1.047 1.196 6.031 0.3113
H 1.309 2.832 6.780 0.3760
H 1.584 1.547 8.970 0.2907
H 4.040 1.216 8.523 0.4130
H 3.505 2.480 7.591 0.3921
H 3.696 0.928 6.795 0.3329
H 0.820 -0.396 8.620 0.2503
H 2.372 -0.574 8.727 0.2543
C -7.492 -0.241 2.100 -0.7815
O -7.353 0.378 0.842 -0.3402
C -8.192 -0.021 -0.204 -0.8458
C -7.973 -1.467 -0.603 0.6044
C -6.619 -1.788 -1.143 -1.3685
N -8.942 -1.758 -1.696 -0.7499
H -6.866 -1.131 2.153 0.2884
H -8.489 -0.491 2.465 0.3429
H -7.145 0.531 2.787 0.2425
H -9.224 0.064 0.136 0.3974
H -8.226 0.631 -1.077 0.3857
H -8.249 -2.043 0.280 0.2968
H -5.824 -1.402 -0.504 0.3235
H -6.441 -1.337 -2.119 0.3144
H -6.433 -2.852 -1.295 0.3543
H -9.848 -1.378 -1.464 0.2577
H -8.669 -1.290 -2.548 0.2778
C 8.461 0.960 -5.650 -0.6863
O 7.908 2.239 -5.640 -0.3665
C 7.106 2.566 -4.543 -0.6994
C 5.751 1.818 -4.362 0.4444
C 4.832 2.015 -5.590 -1.3033
N 5.008 2.351 -3.293 -0.6187
H 7.729 0.157 -5.563 0.2789
H 9.198 0.869 -4.852 0.3097
H 9.017 0.892 -6.584 0.2461
H 7.763 2.345 -3.702 0.3619
H 6.979 3.643 -4.654 0.2991
H 5.815 0.760 -4.104 0.2591
H 4.226 2.922 -5.607 0.3477
H 4.108 1.203 -5.654 0.3602
H 5.393 2.027 -6.524 0.3241
H 4.098 1.917 -3.241 0.2297
H 4.824 3.330 -3.461 0.2249
C 3.905 -6.048 -4.752 -0.7599
O 2.974 -5.049 -4.889 -0.3588
C 3.074 -4.039 -3.901 -0.6338
C 2.375 -4.438 -2.606 -0.6706
N 1.007 -3.947 -2.533 -0.2739
C 0.105 -4.330 -3.620 -0.8814
C -0.199 -5.828 -3.724 -0.4852
O -1.338 -6.283 -2.947 -0.3860
C -1.094 -6.111 -1.572 -0.6312
H 3.664 -6.821 -5.481 0.2530
H 3.854 -6.537 -3.779 0.3269
H 4.913 -5.688 -4.960 0.3378
H 2.641 -3.148 -4.355 0.4410
H 4.142 -3.925 -3.713 0.3675
H 2.957 -4.060 -1.765 0.3673
H 2.355 -5.527 -2.638 0.3122
H 1.025 -2.937 -2.505 0.2277
H 0.595 -3.872 -4.479 0.5580
H -0.859 -3.831 -3.521 0.4219
H 0.686 -6.463 -3.687 0.3682
H -0.398 -5.924 -4.792 0.3239
H -2.005 -6.246 -0.990 0.3013
H -0.771 -5.105 -1.303 0.2114
H -0.391 -6.812 -1.122 0.2643
C -1.472 4.285 -7.782 -0.7513
O -2.152 4.167 -6.551 -0.2705
C -2.360 2.837 -6.161 -0.6222
C -3.353 2.738 -5.004 -0.6775
N -2.836 3.498 -3.762 -0.2707
C -3.907 3.513 -2.751 -0.7103
C -3.551 4.620 -1.678 -0.6424
O -3.458 5.857 -2.322 -0.2839
C -3.443 6.913 -1.363 -0.8158
H -0.513 3.784 -7.648 0.3056
H -1.342 5.307 -8.138 0.2426
H -1.963 3.741 -8.589 0.3036
H -1.432 2.313 -5.933 0.3910
H -2.861 2.322 -6.980 0.4056
H -3.486 1.675 -4.808 0.3126
H -4.248 3.239 -5.373 0.3651
H -2.655 4.460 -4.012 0.2786
H -4.085 2.590 -2.199 0.3761
H -4.830 3.830 -3.235 0.3757
H -2.565 4.427 -1.257 0.2880
H -4.264 4.611 -0.854 0.5005
H -3.527 7.858 -1.898 0.2639
H -2.617 6.847 -0.655 0.3103
H -4.324 6.854 -0.724 0.3376
C 7.048 3.128 3.525 -1.0339
C 6.106 3.144 2.314 -0.1680
O 6.743 2.556 1.247 -0.5124
H 7.230 2.159 3.989 0.2840
H 6.597 3.759 4.290 0.3265
H 8.016 3.557 3.267 0.2963
H 5.633 4.106 2.116 0.2902
H 5.188 2.588 2.506 0.2343
H 6.254 2.629 0.424 0.2732
C 2.054 -4.702 3.111 -1.0733
C 2.184 -3.406 3.951 -0.1334
O 2.930 -3.702 5.160 -0.5523
H 1.380 -4.566 2.265 0.3291
H 1.559 -5.504 3.658 0.2832
H 3.051 -5.007 2.792 0.2846
H 1.204 -2.994 4.192 0.2591
H 2.714 -2.633 3.394 0.2937
H 2.795 -2.893 5.659 0.2947
C -0.808 0.304 0.782 -0.6465
C 0.281 1.144 0.102 -0.3089
O 0.205 1.063 -1.304 -0.4869
H -0.608 0.358 1.852 0.2356
H -0.731 -0.716 0.406 0.1843
H -1.740 0.785 0.485 0.2253
H 1.285 0.774 0.308 0.2549
H 0.214 2.201 0.358 0.2793
H -0.500 1.579 -1.702 0.2482
C 1.111 7.083 -3.417 -0.9557
C 1.986 7.859 -2.451 -0.2536
O 3.174 7.187 -2.054 -0.4936
H 0.688 6.175 -2.988 0.2449
H 1.652 6.644 -4.256 0.3185
H 0.334 7.772 -3.749 0.2990
H 1.365 8.062 -1.578 0.2619
H 2.208 8.857 -2.828 0.2695
H 3.355 7.587 -1.200 0.3084

Arrangement 2

152
Properties=species:S:1:pos:R:3:mulliken_charge:R:1 method="wB97M-V/def2-TZVPD" spin_multiplicity=1 e_lumo_ev=0.4 homo_energy_ev=-8.1430 homo_lumo_gap_ev=8.5 smiles=COC[C@H](C)N.COC[C@H](C)N.COC[C@H](C)N.COC[C@H](C)N.COCCNCCOC.COCCNCCOC.CCO.CCO.CCO.CCO
C -4.000 3.646 -3.622 -0.5425
O -3.273 2.691 -4.447 -0.3809
C -3.228 1.375 -3.999 -0.7381
C -2.087 1.283 -2.960 1.8782
C -0.608 1.452 -3.590 -1.3254
N -2.126 -0.011 -2.237 -0.1220
H -3.892 4.664 -3.998 0.2438
H -3.613 3.653 -2.603 0.1194
H -5.079 3.517 -3.538 0.3490
H -4.205 1.073 -3.623 0.3724
H -3.065 0.600 -4.748 0.4056
H -2.057 1.969 -2.113 -1.0180
H -0.337 0.665 -4.293 0.3368
H 0.134 1.331 -2.801 0.1044
H -0.626 2.408 -4.113 0.4801
H -2.307 -0.879 -2.720 0.1021
H -1.238 -0.261 -1.826 -0.1994
C 4.406 0.574 4.141 -0.5753
O 5.455 1.563 4.430 -0.3684
C 5.519 2.578 3.436 -0.6635
C 6.581 3.614 3.992 0.2604
C 5.881 4.603 4.966 -1.2887
N 7.222 4.451 3.006 -0.6658
H 3.671 0.743 3.355 0.1596
H 4.117 0.328 5.163 0.2598
H 5.019 -0.221 3.716 0.3591
H 5.735 2.423 2.379 0.4154
H 4.561 3.071 3.273 0.2523
H 7.403 3.260 4.614 0.4058
H 6.673 5.074 5.548 0.4128
H 5.300 3.987 5.652 0.2764
H 5.250 5.296 4.408 0.3267
H 7.882 5.153 3.308 0.2940
H 6.439 4.943 2.599 0.1521
C -1.164 -5.357 2.135 -0.6619
O -2.368 -5.648 2.832 -0.4512
C -3.525 -5.736 2.073 -0.5846
C -3.553 -7.054 1.219 0.9504
C -4.380 -6.893 -0.073 -1.6856
N -4.238 -8.208 1.895 -0.8079
H -0.380 -5.443 2.887 0.2940
H -1.221 -4.270 2.063 0.1785
H -0.846 -5.905 1.248 0.3276
H -4.335 -5.747 2.802 0.4022
H -3.804 -4.797 1.595 0.1330
H -2.563 -7.425 0.955 0.3846
H -5.393 -6.589 0.192 0.4328
H -4.580 -7.872 -0.509 0.4315
H -4.076 -6.216 -0.871 0.1662
H -3.575 -8.808 2.365 0.2641
H -4.591 -8.749 1.119 0.2247
C -2.042 2.211 1.295 -0.6904
O -2.113 3.579 0.988 -0.4743
C -1.362 4.008 -0.150 1.0523
C -1.710 5.491 -0.417 0.1321
C -1.432 6.399 0.807 -1.2780
N -3.095 5.667 -0.825 -0.5999
H -1.042 1.991 1.670 0.2422
H -2.348 1.544 0.488 0.1937
H -2.696 1.911 2.114 0.3845
H -0.289 3.889 0.006 -0.3479
H -1.709 3.505 -1.053 -0.5334
H -1.169 5.704 -1.339 0.2852
H -1.739 7.421 0.587 0.3970
H -0.380 6.283 1.069 0.2181
H -2.121 6.062 1.581 0.3534
H -3.639 4.986 -0.316 0.2578
H -3.436 6.593 -0.607 0.2454
C 2.313 2.856 0.458 -0.2392
O 3.359 3.753 0.121 -0.4592
C 2.888 5.107 -0.127 -0.2457
C 4.001 6.014 -0.813 -0.6072
N 3.547 7.422 -1.151 -0.4397
C 3.210 8.117 0.148 -0.2610
C 3.781 9.543 0.183 -0.7990
O 5.146 9.636 -0.218 -0.3708
C 5.992 9.222 0.900 -0.5245
H 1.520 2.742 -0.281 0.0779
H 1.951 3.087 1.459 0.2819
H 2.854 1.915 0.553 0.2176
H 2.764 5.519 0.875 0.3059
H 1.912 5.178 -0.607 0.1519
H 4.161 5.475 -1.747 0.4737
H 4.880 6.088 -0.173 0.2192
H 4.246 7.913 -1.689 0.3234
H 3.729 7.761 1.039 0.1571
H 2.153 7.986 0.378 0.3152
H 3.598 9.983 1.163 0.3878
H 3.226 10.159 -0.525 0.3790
H 7.014 9.506 0.649 0.2862
H 5.836 8.175 1.160 0.0943
H 5.817 9.751 1.837 0.3079
C -9.194 -6.206 -2.597 -0.7776
O -7.899 -5.701 -2.859 -0.3495
C -7.371 -4.956 -1.756 -0.5760
C -6.137 -4.063 -2.049 -0.3538
N -5.669 -3.550 -0.756 -0.3602
C -4.516 -2.567 -0.870 -1.2085
C -3.291 -3.288 -1.179 1.0658
O -3.097 -3.516 -2.512 -0.4742
C -1.974 -4.131 -3.130 -0.7160
H -9.232 -7.139 -3.159 0.2768
H -9.970 -5.542 -2.976 0.2808
H -9.468 -6.521 -1.590 0.3291
H -7.402 -5.493 -0.807 0.2624
H -8.169 -4.231 -1.599 0.3801
H -6.309 -3.284 -2.791 0.4566
H -5.382 -4.691 -2.523 0.1201
H -5.578 -4.275 -0.058 0.3201
H -4.502 -1.931 0.015 0.3393
H -4.738 -1.906 -1.708 0.3520
H -3.204 -4.261 -0.694 -0.1284
H -2.524 -2.651 -0.739 -0.1257
H -2.036 -4.306 -4.204 0.2988
H -1.943 -5.134 -2.705 0.3523
H -1.123 -3.494 -2.887 0.1762
C 2.812 -1.370 -3.289 -0.3770
C 2.553 -2.523 -4.232 -0.5289
O 1.372 -3.226 -3.739 -0.4152
H 3.583 -0.711 -3.690 0.4538
H 3.152 -1.885 -2.390 -0.0127
H 1.922 -0.754 -3.164 -0.0797
H 3.426 -3.174 -4.287 0.2988
H 2.413 -2.143 -5.244 0.4406
H 0.974 -3.719 -4.460 0.2115
C 2.035 -1.199 0.816 -0.5662
C 0.614 -1.559 0.909 0.5792
O 0.157 -1.921 -0.381 0.0934
H 2.393 -0.925 1.808 0.0621
H 2.284 -0.401 0.116 0.1718
H 2.601 -2.060 0.461 0.0170
H 0.059 -0.665 1.194 0.1229
H 0.542 -2.376 1.627 -0.4522
H 0.592 -2.758 -0.564 -0.0434
C 0.047 -3.231 4.468 -0.8450
C 1.565 -3.379 4.244 -0.1398
O 2.169 -2.154 4.140 -0.3137
H 0.152 -2.554 5.316 0.4272
H -0.468 -4.137 4.791 0.2759
H -0.501 -2.729 3.671 0.1234
H 1.531 -3.801 3.240 -0.0792
H 2.010 -4.124 4.904 0.4132
H 2.348 -1.788 5.009 0.2722
C 3.777 -5.725 -0.338 -1.1479
C 3.402 -4.725 -1.440 -0.2456
O 2.015 -4.398 -1.265 -0.3513
H 3.270 -5.462 0.590 0.1978
H 4.852 -5.852 -0.203 0.3369
H 3.290 -6.645 -0.660 0.2888
H 3.399 -5.249 -2.397 0.4486
H 4.110 -3.898 -1.495 0.2900
H 1.790 -3.995 -2.107 0.1850

Unit: kJ/mol. Relative energies: arrangement 1 0.0; arrangement 2 194.0.

Arrangement 1

16
Properties=species:S:1:pos:R:3:mulliken_charge:R:1 method="wB97M-V/def2-TZVPD" spin_multiplicity=1 e_lumo_ev=0.8 homo_energy_ev=-8.9263 homo_lumo_gap_ev=9.7 smiles=CCS.CSS
C 1.069 -0.217 -2.095 -1.0720
C 1.761 0.594 -1.017 -0.3770
S 2.859 -0.390 0.051 -0.1784
H 0.433 -1.028 -1.736 0.3023
H 0.445 0.442 -2.696 0.3351
H 1.820 -0.707 -2.719 0.3384
H 1.044 1.107 -0.368 0.2538
H 2.186 1.482 -1.499 0.3325
H 3.219 -1.268 -0.870 0.1022
C -3.148 0.108 1.717 -0.7282
S -1.806 -0.934 2.492 -0.0652
S -0.118 0.136 2.422 -0.1540
H -3.349 0.889 2.457 0.2848
H -2.858 0.638 0.820 0.2863
H -3.986 -0.578 1.773 0.2511
H 0.427 -0.274 1.267 0.0883

Arrangement 2

16
Properties=species:S:1:pos:R:3:mulliken_charge:R:1 method="wB97M-V/def2-TZVPD" spin_multiplicity=1 e_lumo_ev=0.3 homo_energy_ev=-8.3840 homo_lumo_gap_ev=8.6 smiles=CSC.CSS
C 1.380 -0.569 -1.434 -0.6537
S 0.432 0.948 -1.800 -0.0827
C 0.823 1.928 -0.250 -0.4940
H 2.470 -0.507 -1.497 0.3207
H 1.171 -0.809 -0.392 0.0413
H 0.990 -1.374 -2.039 0.3365
H -0.066 2.521 -0.080 0.2764
H 1.608 2.540 -0.688 0.3372
H 0.953 1.161 0.514 -0.0528
C -2.029 -1.133 0.326 -0.6837
S -1.728 0.121 1.619 -0.0463
S -0.128 -0.933 2.569 -0.2520
H -2.758 -0.603 -0.280 0.2750
H -1.087 -1.500 -0.066 0.1667
H -2.666 -1.933 0.692 0.3660
H 0.638 0.141 2.807 0.1455

Arrangement 3

16
Properties=species:S:1:pos:R:3:mulliken_charge:R:1 method="wB97M-V/def2-TZVPD" spin_multiplicity=1 e_lumo_ev=0.7 homo_energy_ev=-7.9944 homo_lumo_gap_ev=8.7 smiles=CCS.CSS
C 2.885 2.998 0.101 -1.1778
C 1.767 3.776 -0.567 -0.3357
S 0.800 2.765 -1.778 -0.2914
H 3.339 2.220 -0.412 0.4017
H 2.664 2.267 0.848 0.3707
H 3.556 3.739 0.669 0.2629
H 1.174 4.068 0.144 0.3594
H 2.234 4.682 -1.042 0.2777
H -0.325 3.579 -2.293 0.1324
C -1.788 -4.065 0.585 -0.8531
S -2.982 -3.939 1.812 0.0119
S -4.632 -4.881 1.179 -0.2002
H -2.119 -3.504 -0.304 0.3306
H -1.476 -5.088 0.102 0.3073
H -0.834 -3.738 1.096 0.2610
H -4.264 -4.878 -0.140 0.1425

Unit: kJ/mol. Relative energies: arrangement 1 0.0; arrangement 2 38.8; arrangement 3 174.2.